A cluster of 2 separate species, C10H13O4P in total in a non-equilibrium geometry. Source: the Open Molecules 2025 dataset; level of theory: ωB97M-V with the def2-TZVPD basis set.

Atoms and positions in Å:
O 1.040 -1.839 1.166
P 1.639 -0.731 0.411
C 3.337 -0.354 1.186
O 2.839 0.316 2.324
C 1.442 -1.279 -1.406
O 0.122 -1.743 -1.672
C 0.468 0.735 0.370
C -0.806 0.725 1.063
C -1.828 1.604 0.700
C -1.694 2.600 -0.236
C -0.416 2.812 -0.807
C 0.627 1.858 -0.551
H 3.704 -1.354 1.394
H 4.014 0.299 0.813
H 2.104 -0.241 2.839
H 2.166 -2.262 -1.492
H 1.821 -0.594 -2.177
H -0.357 -1.453 -0.865
H -1.055 -0.096 1.735
H -2.749 1.379 1.227
H -2.490 3.335 -0.263
H -0.293 3.249 -1.752
H 1.549 1.852 -1.086
C -2.801 -2.167 -0.861
C -3.400 -1.207 -0.197
O -3.970 -0.466 0.527
H -1.767 -2.382 -0.624
H -3.247 -2.598 -1.766

Output
Maximum force   4.6 eV/A
Energy   -1031.05425 hartree
SMILES   O=P(CO)(CO)c1ccccc1.C=C=O
Kohn-Sham gap   0.359 Ha
LUMO   0.44 eV
ΔE to the lowest compared entry with this formula, charge and spin   344.2 kJ/mol
Net charge   0

Löwdin population analysis, charges in e, atoms 1 to 8: O -0.34; P 0.74; C -0.26; O -0.16; C -0.32; O -0.13; C -0.23; C -0.07

=====

A cluster of 2 separate species, C10H13O4S in total in a non-equilibrium geometry. Source: the Open Molecules 2025 dataset; level of theory: ωB97M-V with the def2-TZVPD basis set.

Atoms and positions in Å:
C 0.529 -1.060 1.839
C 2.912 0.648 1.385
C -0.957 -1.255 1.391
C -0.076 -1.444 -0.934
C 1.339 -1.286 -0.498
C -0.927 -0.682 -0.007
C 1.163 -0.284 0.714
C -0.012 0.574 0.288
C 0.202 1.383 -0.999
C -0.596 1.499 1.393
O 3.821 0.614 0.568
O 0.975 -1.450 2.888
O 2.876 1.068 2.495
O 5.115 1.495 -1.907
S 3.991 0.571 -1.515
H -1.375 -2.371 1.635
H -1.695 -0.657 1.985
H -0.378 -1.093 -1.943
H -0.523 -2.544 -0.912
H 1.876 -2.131 -0.086
H 1.957 -0.784 -1.171
H -2.034 -0.579 -0.247
H -0.892 1.526 -1.524
H 0.983 0.827 -1.628
H 0.532 2.341 -0.738
H -0.414 2.589 1.233
H -0.142 1.196 2.356
H -1.574 1.393 1.504

Output
Maximum force   5.2 eV/A
Energy   -1087.91020 hartree
Kohn-Sham gap   0.254 Ha
LUMO   3.16 eV
ΔE to the lowest compared entry with this formula, charge and spin   306.1 kJ/mol
Net charge   -1

Löwdin population analysis, charges in e, atoms 1 to 8: C -0.38; C -0.51; C -0.10; C -0.20; C -0.13; C -0.32; C -0.15; C -0.46

=====

The highest net charge belongs to which entry? C10H13O4P

=====

What is the formula in the second record? C10H13O4S